81
Properties=species:S:1:pos:R:3:lowdin_charge:R:1 method="wB97M-V/def2-TZVPD" e_tot_ha=-5159.1014 gap_ev=7.7 charge=+2 de_lowest_kj_mol=86.6 e_homo_ev=-13.77
Ti -0.071 0.998 0.086 1.083
N 2.125 0.720 0.425 0.072
C 2.977 1.847 -0.097 -0.178
C 4.345 1.725 -0.055 0.023
C 5.204 2.698 -0.660 -0.022
C 4.652 3.793 -1.250 -0.006
C 3.259 3.938 -1.263 -0.132
C 2.536 4.959 -1.990 0.072
C 1.149 5.007 -2.009 -0.020
C 0.456 4.032 -1.372 -0.104
N 1.053 3.016 -0.746 0.039
C 2.410 2.969 -0.698 -0.219
H 2.198 0.557 1.455 0.044
H 2.361 -0.102 -0.117 0.104
H 4.821 0.853 0.430 0.139
H 6.237 2.404 -0.628 0.118
H 5.252 4.522 -1.811 0.139
H 3.211 5.662 -2.397 0.116
H 0.570 5.727 -2.582 0.128
H -0.668 4.068 -1.409 0.147
C 0.045 0.604 4.327 0.009
C 0.718 0.553 3.004 -0.634
O 1.930 0.452 2.979 0.076
O -0.095 0.609 1.969 -0.310
H -0.413 -0.392 4.530 0.094
H -0.867 1.315 4.357 0.116
H 0.780 0.877 5.095 0.103
C 1.052 -7.616 -0.344 -0.007
C 0.931 -6.099 -0.213 -0.198
C 0.514 -5.370 -1.286 0.003
C 0.437 -3.980 -1.160 -0.154
C -0.024 -3.183 -2.361 -0.021
C 0.671 -3.358 0.097 -0.083
C 0.396 -1.983 0.389 -0.117
O 0.097 -1.038 -0.391 -0.134
C 1.042 -4.159 1.243 -0.173
C 1.288 -3.538 2.598 -0.021
C 1.311 -5.478 1.008 0.025
H 1.768 -7.858 -1.120 0.096
H 0.154 -8.088 -0.679 0.082
H 1.267 -7.996 0.661 0.088
H 0.156 -5.815 -2.240 0.147
H -0.061 -3.852 -3.289 0.115
H 0.684 -2.402 -2.550 0.063
H -1.037 -2.774 -2.320 0.092
H 0.484 -1.689 1.446 0.098
H 0.535 -2.862 2.965 0.065
H 2.238 -2.923 2.571 0.125
H 1.404 -4.288 3.340 0.078
H 1.434 -6.098 1.849 0.111
C 1.620 0.799 -2.843 0.016
C 0.559 0.834 -1.865 -0.385
O -0.632 1.000 -1.984 0.001
H 1.185 0.749 -3.947 0.163
H 2.223 -0.020 -2.651 0.068
H 2.225 1.747 -2.719 0.120
Se -2.550 -0.561 2.067 1.247
N -2.246 0.178 0.457 -0.268
C -3.173 -0.265 -0.358 -0.322
C -3.339 0.102 -1.764 -0.042
C -4.335 -0.421 -2.445 -0.060
C -5.347 -1.202 -1.809 -0.038
C -5.339 -1.444 -0.482 -0.012
C -4.258 -1.015 0.270 -0.390
N -4.028 -1.326 1.510 -0.189
H -2.614 0.696 -2.304 0.092
H -4.487 -0.114 -3.508 0.141
H -6.083 -1.615 -2.480 0.117
H -6.201 -1.870 0.052 0.142
C -3.498 2.929 0.253 0.006
C -2.339 3.304 1.058 -0.373
N -1.121 2.865 0.947 0.008
C -0.370 3.521 1.928 -0.112
C -1.185 4.307 2.676 -0.032
N -2.455 4.216 2.093 0.134
H -4.215 3.747 0.043 0.113
H -4.059 2.192 0.806 0.087
H -3.200 2.589 -0.729 0.074
H 0.658 3.306 2.092 0.109
H -1.046 5.027 3.427 0.112
H -3.267 4.783 2.424 0.195

---

34
Properties=species:S:1:pos:R:3:nbo_charge:R:1 method="wB97M-V/def2-TZVPD" e_tot_ha=-2606.6273 gap_ev=11.3 charge=0 smiles="COC(=O)OC.COC(=O)OC.ClCCl.ClCCl" de_lowest_kj_mol=0.0 e_homo_ev=-10.76
C -0.641 -4.478 0.196 -0.257
O -0.565 -4.530 -1.236 -0.482
C -1.381 -3.750 -1.895 0.991
O -2.064 -2.859 -1.441 -0.674
O -1.319 -4.046 -3.194 -0.492
C -2.029 -3.224 -4.083 -0.256
H -0.048 -5.334 0.504 0.199
H -1.660 -4.551 0.558 0.200
H -0.165 -3.584 0.592 0.197
H -1.862 -3.528 -5.111 0.203
H -1.696 -2.182 -4.010 0.178
H -3.094 -3.173 -3.851 0.194
C 1.205 3.855 -0.003 -0.265
O 2.392 3.378 0.604 -0.492
C 3.142 4.295 1.202 0.983
O 2.998 5.485 1.155 -0.638
O 4.066 3.648 1.912 -0.503
C 5.178 4.360 2.437 -0.253
H 0.501 3.097 -0.336 0.207
H 1.459 4.435 -0.894 0.186
H 0.650 4.496 0.684 0.191
H 4.988 4.653 3.470 0.187
H 5.415 5.199 1.785 0.201
H 6.000 3.645 2.456 0.192
C -2.555 -1.151 2.737 -0.400
Cl -3.135 -2.708 2.205 -0.009
Cl -1.027 -1.291 3.642 -0.032
H -2.334 -0.562 1.851 0.216
H -3.273 -0.602 3.336 0.225
C -1.886 0.033 -1.075 -0.373
Cl -2.620 1.593 -1.528 -0.055
Cl -0.398 0.273 -0.154 -0.030
H -2.599 -0.514 -0.474 0.230
H -1.641 -0.380 -2.043 0.230

---

86
Properties=species:S:1:pos:R:3:mulliken_spin:R:1 method="wB97M-V/def2-TZVPD" e_tot_ha=-4311.1895 gap_ev="6.8 / 7.3" charge=0 s2=0.764 spin_multiplicity=2 e_homo_ev="-7.77 / -7.85"
Cr -0.438 0.011 -0.525 1.129
C 3.146 1.285 -1.625 0.005
C 2.175 1.495 -2.748 0.004
C 2.356 2.537 -3.648 0.001
C 1.523 2.686 -4.742 0.000
C 0.494 1.784 -4.949 0.000
C 0.273 0.740 -4.066 -0.014
C -0.848 -0.232 -4.301 -0.004
C 1.116 0.603 -2.948 -0.010
N 0.800 -0.402 -2.019 -0.021
C 0.921 -1.690 -2.396 -0.009
O 1.674 -2.154 -3.243 -0.006
C -0.057 -2.545 -1.641 -0.003
C -0.160 -3.929 -1.703 0.000
C -1.196 -4.545 -1.013 -0.004
C -2.060 -3.776 -0.245 0.000
C -1.890 -2.399 -0.233 -0.002
N -0.941 -1.816 -0.959 -0.005
C -2.662 -1.424 0.610 0.001
O -3.624 -1.772 1.286 0.007
N -2.110 -0.201 0.534 0.012
C -2.743 0.873 1.199 -0.016
C -2.309 1.262 2.474 -0.009
C -1.282 0.447 3.196 0.005
C -2.875 2.372 3.078 -0.001
C -3.889 3.079 2.456 -0.001
C -4.350 2.659 1.223 0.002
C -3.794 1.561 0.580 -0.004
C -4.365 1.122 -0.739 0.000
H 3.744 2.180 -1.464 0.000
H 3.817 0.461 -1.871 0.000
H 2.637 1.028 -0.697 0.000
H 3.173 3.230 -3.498 0.000
H 1.680 3.488 -5.448 0.000
H -0.150 1.889 -5.810 0.000
H -1.483 0.110 -5.114 0.000
H -1.466 -0.357 -3.407 0.002
H -0.446 -1.209 -4.572 0.000
H 0.558 -4.485 -2.285 0.000
H -1.318 -5.616 -1.059 0.000
H -2.849 -4.212 0.345 0.000
H -0.390 0.332 2.582 0.003
H -1.692 -0.541 3.402 0.000
H -1.012 0.916 4.139 0.000
H -2.523 2.673 4.055 0.000
H -4.344 3.927 2.946 0.000
H -5.171 3.179 0.748 0.000
H -5.422 1.379 -0.780 0.000
H -4.271 0.046 -0.868 -0.001
H -3.869 1.618 -1.575 0.000
F -2.062 6.216 -2.728 0.000
C -1.503 5.264 -1.974 0.000
C -1.726 3.922 -2.268 0.000
F -2.512 3.579 -3.293 0.000
C -1.144 2.955 -1.474 0.004
F -1.392 1.618 -1.728 -0.019
C -0.309 3.254 -0.395 -0.004
S 0.413 2.012 0.528 -0.017
C -0.113 4.618 -0.115 0.002
F 0.659 4.966 0.916 0.000
C -0.706 5.606 -0.879 0.000
F -0.525 6.893 -0.570 0.000
O 0.759 -0.954 0.781 -0.027
S 1.841 -1.991 0.632 0.000
C 3.162 -1.316 1.672 0.000
C 4.416 -1.903 1.654 0.000
C 5.406 -1.390 2.475 0.000
C 5.140 -0.292 3.280 0.000
C 3.895 0.313 3.251 0.000
C 2.896 -0.201 2.443 -0.001
C 1.303 -3.251 1.823 -0.001
C 0.097 -3.067 2.473 -0.002
C -0.333 -4.012 3.388 0.000
C 0.435 -5.139 3.630 0.000
C 1.632 -5.324 2.957 0.000
C 2.073 -4.379 2.047 0.000
H 4.619 -2.735 0.996 0.000
H 6.386 -1.842 2.484 0.000
H 5.917 0.107 3.913 0.000
H 3.700 1.186 3.853 0.000
H 1.927 0.272 2.392 0.002
H -0.500 -2.192 2.262 0.004
H -1.266 -3.859 3.908 0.000
H 0.095 -5.879 4.340 0.000
H 2.229 -6.202 3.148 0.000
H 3.000 -4.523 1.513 0.000

---

32
Properties=species:S:1:pos:R:3:nbo_charge:R:1 method="wB97M-V/def2-TZVPD" e_tot_ha=-13176.8349 gap_ev=5.9 charge=-2 de_lowest_kj_mol=34.2 e_homo_ev=-1.80
Pd -0.431 0.458 0.140 0.654
Br 4.318 5.646 -0.109 0.022
C 3.500 3.936 0.008 -0.171
C 4.264 2.799 0.164 -0.180
Br 6.157 2.896 0.267 0.022
C 3.620 1.546 0.248 -0.195
Br 4.600 -0.069 0.455 0.013
C 2.239 1.414 0.186 0.249
O 1.630 0.266 0.259 -0.773
C 1.441 2.599 0.018 0.356
O 0.157 2.454 -0.047 -0.779
C 2.097 3.826 -0.065 -0.233
Br 0.983 5.345 -0.286 0.022
C -4.286 1.510 -3.229 -0.742
S -4.065 -0.229 -2.791 0.254
C -4.546 -0.212 -1.103 -0.470
C -3.901 0.390 -0.082 -0.315
S -2.530 1.457 -0.151 -0.228
S -4.672 0.147 1.468 0.536
C -5.992 -0.821 0.987 -0.574
S -7.167 -1.408 2.014 -0.231
S -5.990 -1.105 -0.703 0.465
H -4.177 1.569 -4.313 0.208
H -3.530 2.115 -2.735 0.249
H -5.282 1.846 -2.946 0.208
C 1.014 -2.376 -0.423 -0.257
O -0.322 -2.507 0.044 -0.567
C -1.093 -1.397 0.307 0.582
O -2.222 -1.659 0.652 -0.675
H 1.327 -3.388 -0.684 0.160
H 1.670 -1.964 0.338 0.208
H 1.073 -1.733 -1.300 0.183

---

9
Properties=species:S:1:pos:R:3:nbo_charge:R:1 method="wB97M-V/def2-TZVPD" e_tot_ha=-570.4049 gap_ev=7.2 charge=-1 smiles="C=[PH2]C(=O)[O-]" de_lowest_kj_mol=277.0 e_homo_ev=-2.87
C 1.884 -0.220 -0.091 0.802
C -1.450 -0.667 0.332 -1.215
O 2.142 -0.421 1.035 -0.673
O 2.302 -0.173 -1.195 -0.672
P -0.152 0.370 0.001 0.635
H -1.469 -1.550 -0.201 0.183
H -2.522 -0.127 0.393 0.183
H -0.486 1.396 0.906 -0.069
H -0.248 1.392 -1.181 -0.174

---

20
Properties=species:S:1:pos:R:3:nbo_charge:R:1 method="wB97M-V/def2-TZVPD" e_tot_ha=-1476.6828 gap_ev=9.3 charge=0 smiles="Cn1cnc2nc(Cl)c(S(N)(=O)=O)n21" e_homo_ev=-8.90
C -2.195 -0.285 0.020 0.131
C -0.938 0.238 -0.218 -0.309
C -0.889 -1.975 -0.012 0.458
C 1.104 -2.567 -0.153 0.227
C 2.234 -0.526 0.312 -0.424
N -2.176 -1.636 0.095 -0.467
N -0.106 -3.084 -0.041 -0.438
N -0.098 -0.821 -0.152 -0.153
N 1.130 -1.246 -0.214 -0.153
N -1.385 2.937 -0.234 -1.116
O 0.311 1.982 1.207 -0.943
O 0.771 2.003 -1.163 -0.932
S -0.222 1.847 -0.125 2.324
Cl -3.544 0.772 0.124 0.035
H 1.963 -3.098 -0.053 0.203
H 2.118 -0.416 1.408 0.227
H 3.186 -1.124 0.261 0.222
H 2.380 0.298 -0.300 0.243
H -2.290 3.038 0.186 0.438
H -1.355 3.662 -0.950 0.425

---

115
Properties=species:S:1:pos:R:3:mulliken_spin:R:1 method="wB97M-V/def2-TZVPD" e_tot_ha=-7070.9049 gap_ev="6.2 / 5.1" charge=-2 de_lowest_kj_mol=0.0 s2=6.289 spin_multiplicity=5 e_homo_ev="-2.09 / -2.19"
Fe 0.261 0.217 1.628 3.186
I -1.833 1.125 2.798 -0.008
C 1.458 0.442 3.478 0.116
I 3.479 -0.353 3.595 0.026
H 1.002 0.109 4.410 -0.012
H 1.610 1.521 3.556 -0.013
C 0.167 3.333 0.862 0.018
N 0.901 2.065 0.830 -0.038
C 2.112 2.030 0.385 0.037
C 2.779 0.802 0.189 -0.011
C 4.123 0.559 -0.135 0.019
C 4.253 -0.822 -0.210 -0.006
C 2.980 -1.346 0.060 0.026
N 2.087 -0.382 0.300 0.000
C 0.580 4.372 -0.154 0.006
C 0.782 5.697 0.209 0.000
C 1.136 6.649 -0.741 0.000
C 1.303 6.283 -2.066 0.000
C 1.097 4.960 -2.441 0.000
C 0.728 4.019 -1.496 0.003
H 0.229 3.754 1.871 0.001
H -0.883 3.087 0.674 -0.002
H 2.642 2.945 0.121 0.004
H 4.893 1.306 -0.258 0.001
H 5.146 -1.389 -0.425 -0.001
H 2.697 -2.389 0.081 0.008
H 0.670 5.987 1.248 0.000
H 1.286 7.680 -0.441 0.000
H 1.602 7.020 -2.801 0.000
H 1.224 4.656 -3.473 0.000
H 0.559 2.992 -1.788 -0.010
C -3.081 -1.744 -2.747 0.016
Si -1.672 -2.998 -2.843 -0.053
C -2.129 -4.433 -1.673 0.014
C -1.791 -3.797 -4.576 0.032
As 0.419 -2.239 -2.149 0.927
Si 0.950 -0.771 -3.875 -0.099
C 0.810 -1.421 -5.668 0.020
C 2.784 -0.328 -3.682 0.016
C -0.072 0.806 -3.858 0.100
H -4.027 -2.160 -3.106 0.004
H -2.863 -0.848 -3.332 -0.005
H -3.221 -1.405 -1.719 0.016
H -3.064 -4.919 -1.960 0.000
H -2.239 -4.062 -0.651 -0.002
H -1.339 -5.189 -1.664 0.006
H -2.740 -4.324 -4.697 -0.001
H -0.982 -4.512 -4.750 0.002
H -1.734 -3.041 -5.361 -0.004
H 1.553 -2.191 -5.891 0.009
H 0.950 -0.603 -6.379 0.000
H -0.175 -1.848 -5.858 0.004
H 3.407 -1.217 -3.813 0.007
H 2.978 0.056 -2.678 -0.006
H 3.111 0.423 -4.406 -0.001
H -1.097 0.622 -4.185 -0.024
H 0.352 1.591 -4.490 0.003
H -0.162 1.187 -2.842 -0.024
C 0.236 -4.106 1.527 -0.024
C 0.610 -2.800 2.238 0.074
C 0.594 -3.008 3.750 -0.015
C -0.349 -1.693 1.833 -0.446
H 0.914 -4.914 1.815 -0.003
H 0.282 -3.978 0.444 0.018
H -0.782 -4.401 1.797 -0.003
H 1.625 -2.525 1.940 -0.019
H -0.417 -3.261 4.085 0.002
H 0.907 -2.100 4.265 0.002
H 1.267 -3.819 4.043 0.000
H -1.304 -1.840 2.341 -0.001
H -0.530 -1.720 0.741 0.094
C -2.509 5.967 -3.728 0.000
C -3.494 5.173 -2.870 -0.002
C -3.096 5.277 -1.398 0.002
C -4.914 5.726 -3.056 0.000
O -3.452 3.840 -3.355 0.005
Si -3.821 2.399 -2.619 0.009
S -2.484 1.745 -1.222 0.005
O -3.881 1.308 -3.864 -0.002
C -4.328 1.313 -5.205 0.000
C -5.250 0.102 -5.377 0.000
C -5.086 2.588 -5.588 0.000
C -3.096 1.160 -6.103 0.000
O -5.378 2.671 -2.094 0.005
C -6.276 1.912 -1.303 0.000
C -5.779 0.496 -1.010 -0.003
C -7.597 1.832 -2.074 0.000
C -6.484 2.666 0.012 -0.001
H -2.505 7.021 -3.439 0.000
H -2.784 5.885 -4.783 0.000
H -1.506 5.560 -3.597 0.000
H -3.131 6.320 -1.069 0.000
H -2.089 4.891 -1.254 -0.001
H -3.774 4.679 -0.788 -0.002
H -4.977 6.749 -2.676 0.000
H -5.615 5.088 -2.520 0.000
H -5.183 5.723 -4.116 0.000
H -6.153 0.241 -4.779 0.000
H -4.739 -0.797 -5.028 0.000
H -5.530 -0.025 -6.426 0.000
H -5.890 2.770 -4.871 0.000
H -5.507 2.492 -6.592 0.000
H -4.410 3.439 -5.556 0.000
H -2.612 0.200 -5.912 0.000
H -2.387 1.955 -5.868 0.000
H -3.372 1.220 -7.159 0.000
H -5.557 -0.022 -1.946 0.001
H -6.538 -0.061 -0.454 0.000
H -4.861 0.537 -0.425 0.001
H -7.444 1.294 -3.012 0.000
H -7.966 2.834 -2.304 0.000
H -8.350 1.301 -1.486 0.000
H -5.534 2.717 0.546 0.001
H -7.215 2.152 0.641 0.000
H -6.834 3.682 -0.186 0.000